Record 1
DFT (ωB97M-V/def2-TZVPD) results for 14 unconnected molecules or ions with the total composition H28O14 in a non-equilibrium geometry.

## Properties
E ... -1070.02929 hartree
Spin multiplicity ... 1
HOMO level ... -10.68 eV

CARTESIAN COORDINATES (ANGSTROEM)
O 1.63 -0.83 2.75
H 1.10 -0.53 1.97
H 1.09 -1.40 3.29
O -2.13 -0.51 -1.42
H -1.31 -0.76 -1.42
H -2.19 0.40 -1.87
O 0.35 -3.41 0.76
H 0.15 -2.49 0.66
H 0.65 -3.55 1.61
O -1.92 3.51 -0.85
H -1.95 2.64 -0.44
H -2.44 3.40 -1.72
O 1.64 0.85 -2.79
H 0.90 1.23 -3.21
H 1.70 -0.18 -2.76
O -3.79 -1.48 0.10
H -3.22 -0.92 -0.46
H -3.63 -2.43 0.20
O 1.07 2.10 -0.86
H 1.51 2.97 -0.83
H 1.04 1.92 -1.80
O -2.13 1.13 0.61
H -3.06 1.18 0.71
H -1.56 1.63 1.24
O 0.65 -1.65 -1.93
H 1.38 -1.63 -1.15
H 0.85 -2.41 -2.55
O 2.67 -1.95 -0.53
H 1.96 -2.41 -0.06
H 3.36 -2.27 0.07
O 4.26 1.32 -0.61
H 3.63 0.82 -0.55
H 3.91 2.15 -0.93
O -0.12 2.33 1.84
H 0.32 2.58 1.04
H 0.30 1.67 2.27
O -2.05 -0.89 3.15
H -2.25 -0.55 2.22
H -2.48 -1.74 3.22
O 0.16 -0.32 0.51
H -0.82 0.15 0.56
H 0.73 0.31 -0.05

Atomic partial charges in e from the natural (NBO) method, atoms 1 to 2:
1. O -0.9949
2. H 0.4960


Record 2
DFT (ωB97M-V/def2-TZVPD) results for 2 unconnected molecules or ions with the total composition C34H33BF6O2 in a non-equilibrium geometry.

## Properties
E ... -2089.99128 hartree
Spin multiplicity ... 1
HOMO level ... -8.82 eV

CARTESIAN COORDINATES (ANGSTROEM)
C -1.21 6.23 2.50
C -1.24 4.96 1.66
C -0.66 3.81 2.41
O -0.47 5.25 0.49
B -1.35 5.29 -0.58
C -0.70 5.10 -1.97
C -1.14 5.75 -3.13
C -0.44 5.59 -4.31
C -0.87 6.35 -5.54
F -0.35 5.83 -6.69
F -2.24 6.34 -5.68
F -0.48 7.66 -5.48
C 0.70 4.79 -4.37
C 1.08 4.09 -3.23
C 2.30 3.21 -3.22
F 3.38 3.88 -2.70
F 2.10 2.11 -2.42
F 2.65 2.77 -4.45
C 0.39 4.22 -2.05
O -2.69 5.28 -0.24
C -2.69 4.64 1.06
C -2.98 3.16 0.83
C -3.86 5.18 1.86
H -1.64 6.07 3.49
H -0.19 6.59 2.62
H -1.78 7.01 1.98
H -1.41 3.48 3.12
H -0.43 2.94 1.77
H 0.24 4.05 2.98
H -2.04 6.37 -3.06
H 1.24 4.68 -5.29
H 0.71 3.65 -1.17
H -3.08 2.61 1.77
H -3.94 3.09 0.31
H -2.22 2.67 0.20
H -3.85 4.74 2.86
H -3.84 6.27 1.96
H -4.78 4.88 1.36
C 4.53 4.97 1.05
C 3.16 5.12 0.89
C 2.24 4.23 1.48
C 2.67 3.16 2.32
C 2.07 1.80 2.82
C 0.79 1.03 2.99
C -0.61 1.24 3.75
C -0.99 2.09 4.82
C -2.35 2.24 5.16
C -3.34 1.43 4.59
C -2.92 0.38 3.78
C -1.57 0.26 3.45
C 0.61 0.15 1.74
C 1.57 -0.85 1.50
C 1.64 -1.50 0.27
C 0.58 -1.35 -0.64
C -0.49 -0.50 -0.33
C -0.44 0.29 0.83
C 4.05 3.17 2.59
C 4.97 3.98 1.92
H 5.26 5.60 0.51
H 2.79 5.91 0.23
H 1.19 4.41 1.23
H 2.61 1.64 3.76
H 2.64 1.12 2.15
H 1.15 0.24 3.70
H -0.22 2.67 5.36
H -2.65 3.00 5.89
H -4.39 1.58 4.80
H -3.62 -0.36 3.41
H -1.28 -0.64 2.91
H 2.30 -1.08 2.29
H 2.52 -2.12 0.03
H 0.60 -1.89 -1.58
H -1.37 -0.45 -1.00
H -1.28 0.96 1.06
H 4.41 2.39 3.26
H 6.03 3.79 2.09

Atomic partial charges in e from the Mulliken method, atoms 1 to 2:
1. C -2.3369
2. C 2.5325


Record 3
DFT (ωB97M-V/def2-TZVPD) results for a molecular structure, C19H21Br2N3O2Pm in a non-equilibrium geometry.

## Properties
E ... -6807.67733 hartree
Spin multiplicity ... 5
Total charge ... +1
HOMO level (alpha / beta) ... -10.79 / -10.80 eV

CARTESIAN COORDINATES (ANGSTROEM)
Pm 0.54 -0.29 0.40
C 0.06 3.35 -0.20
C -0.95 2.54 -0.96
C -1.97 3.17 -1.66
C -2.92 2.41 -2.31
C -2.85 1.00 -2.29
C -3.80 0.15 -2.91
Br -5.26 0.87 -3.84
C -3.68 -1.21 -2.83
C -2.59 -1.78 -2.16
Br -2.49 -3.65 -2.11
C -1.60 -1.00 -1.57
O -0.53 -1.51 -0.93
C -1.77 0.42 -1.61
N -0.84 1.21 -0.95
H -0.12 4.41 -0.32
H 1.07 3.14 -0.56
H 0.01 3.13 0.87
H -2.02 4.25 -1.66
H -3.73 2.89 -2.85
H -4.41 -1.86 -3.30
N 3.52 -1.28 1.42
C 3.80 -0.80 0.17
C 5.11 -0.84 -0.33
C 5.34 -0.37 -1.59
C 4.28 0.13 -2.38
C 3.05 0.13 -1.82
N 2.80 -0.31 -0.56
H 4.27 -1.55 2.03
H 2.64 -1.15 1.88
H 5.91 -1.23 0.28
H 6.34 -0.40 -1.99
H 4.43 0.48 -3.39
H 2.19 0.49 -2.37
C -1.76 -0.05 2.35
C -0.64 -0.93 2.91
C -0.65 -0.89 4.41
C -0.79 -2.36 2.40
O 0.64 -0.40 2.44
H -2.72 -0.40 2.73
H -1.87 -0.07 1.27
H -1.62 0.99 2.65
H -1.59 -1.27 4.82
H -0.51 0.14 4.77
H 0.17 -1.50 4.81
H -1.75 -2.76 2.72
H 0.00 -2.98 2.80
H -0.78 -2.44 1.32

Atomic partial charges in e from the Mulliken method, atoms 1 to 2:
1. Pm 1.2006
2. C -1.5163


What did we get for energy above the lowest of the compared OMol25 structures with the same formula, charge and spin? Answer: 450.76; 224.77; 39.00 kJ/mol, in the order shown.